Entry 1:
Entry from the OMol25 dataset: a structure of composition C44H40ClN2O5P2Ru in a non-equilibrium geometry (ωB97M-V/def2-TZVPD).

Properties
- E_HOMO (alpha / beta) (eV) = -13.455 / -13.456
- DFT total energy (hartree) = -3423.44395
- 2S+1 = 2
- charge = +2

XYZ file:
```
95
Properties=species:S:1:pos:R:3:mulliken_charge:R:1
Ru -1.06 -0.76 0.20 0.017
O -2.86 -2.60 3.18 -0.552
Cl -2.75 -2.33 1.81 1.882
O -3.75 -2.92 1.02 -0.574
O -1.40 -2.70 1.28 -0.692
O -2.74 -0.85 1.58 -0.711
C 4.34 3.70 -0.47 -1.699
C 3.10 3.62 0.44 1.445
C 3.09 4.81 1.42 -1.727
C 1.84 3.66 -0.41 0.508
C 1.53 4.74 -1.23 -0.265
C 0.38 4.78 -2.00 -1.579
C -0.51 3.72 -1.97 -0.669
C -0.24 2.62 -1.17 0.386
P -1.40 1.23 -1.06 1.913
C -2.79 1.80 -0.07 0.762
C -4.13 1.54 -0.35 -0.318
C -5.11 1.90 0.56 -1.129
C -4.77 2.51 1.76 -0.681
C -3.43 2.76 2.05 -0.767
C -2.45 2.40 1.15 -0.678
C -1.86 0.95 -2.78 1.015
C -2.93 1.62 -3.37 -0.685
C -3.22 1.43 -4.71 -0.985
C -2.43 0.59 -5.48 -0.658
C -1.34 -0.06 -4.91 -0.725
C -1.05 0.12 -3.57 -0.678
C 0.93 2.62 -0.42 -0.367
O 1.09 1.48 0.32 0.643
C 2.17 1.35 1.13 -0.233
C 2.19 0.15 1.82 0.476
C 3.24 -0.10 2.70 -0.483
C 4.25 0.85 2.84 -1.588
C 4.20 2.03 2.12 -0.334
C 3.16 2.32 1.24 0.408
P 0.90 -1.09 1.60 2.472
C 1.76 -2.49 0.83 -0.293
C 1.43 -3.82 1.10 -0.266
C 2.09 -4.84 0.42 -1.028
C 3.05 -4.54 -0.54 -0.749
C 3.36 -3.22 -0.82 -0.678
C 2.72 -2.19 -0.14 -0.624
C 0.41 -1.49 3.28 1.488
C -0.58 -0.72 3.89 -1.136
C -0.93 -0.95 5.21 -0.642
C -0.30 -1.97 5.92 -0.687
C 0.69 -2.73 5.32 -0.919
C 1.05 -2.50 4.00 -0.694
H 4.33 4.64 -1.03 0.414
H 4.36 2.87 -1.18 0.362
H 5.26 3.68 0.12 0.408
H 3.06 5.75 0.87 0.417
H 3.99 4.81 2.03 0.415
H 2.23 4.76 2.08 0.364
H 2.21 5.58 -1.26 0.481
H 0.18 5.64 -2.62 0.449
H -1.40 3.76 -2.58 0.512
H -4.42 1.03 -1.26 0.377
H -6.15 1.70 0.33 0.477
H -5.54 2.79 2.47 0.430
H -3.16 3.24 2.99 0.502
H -1.41 2.63 1.37 0.377
H -3.53 2.30 -2.79 0.555
H -4.06 1.95 -5.15 0.477
H -2.66 0.44 -6.53 0.450
H -0.71 -0.69 -5.52 0.492
H -0.19 -0.38 -3.14 0.408
H 3.29 -1.02 3.27 0.551
H 5.07 0.66 3.52 0.455
H 5.00 2.75 2.25 0.495
H 0.66 -4.06 1.81 0.611
H 1.84 -5.87 0.64 0.483
H 3.55 -5.34 -1.06 0.478
H 4.11 -2.98 -1.56 0.504
H 2.99 -1.16 -0.35 0.340
H -1.09 0.07 3.35 0.342
H -1.70 -0.36 5.67 0.467
H -0.58 -2.16 6.95 0.433
H 1.19 -3.51 5.87 0.473
H 1.84 -3.09 3.56 0.504
C 0.69 -4.57 -3.38 -1.438
C -0.29 -3.62 -2.77 1.050
C -1.63 -3.41 -3.03 -1.560
C -2.06 -2.44 -2.13 0.387
N -1.03 -2.07 -1.36 0.956
N 0.04 -2.79 -1.77 0.072
C -3.41 -1.83 -1.96 -1.116
H 0.41 -4.79 -4.40 0.423
H 0.70 -5.50 -2.82 0.248
H 1.69 -4.15 -3.37 0.352
H -2.24 -3.91 -3.77 0.548
H 0.92 -2.72 -1.28 -0.095
H -3.70 -1.30 -2.87 0.253
H -3.45 -1.14 -1.12 -0.012
H -4.15 -2.61 -1.77 0.505
```

***

Entry 2:
Entry from the OMol25 dataset: a structure of composition C35H55CdN5O7S2SbSi3 (ωB97M-V/def2-TZVPD).

Properties
- E_HOMO (eV) = -5.361
- DFT total energy (hartree) = -4240.31006
- relative energy (zero: lowest compared OMol25 entry of this formula, charge and spin) (eV) = 0.994
- charge = -1

XYZ file:
```
109
Properties=species:S:1:pos:R:3:mulliken_charge:R:1
Cd 0.00 -0.84 -0.49 4.567
C -5.63 2.08 -1.61 -1.655
C -4.29 2.69 -1.76 1.166
N -4.00 3.71 -2.52 -0.888
N -2.66 3.88 -2.33 0.397
C -2.10 3.02 -1.44 -0.215
S -0.52 2.88 -0.95 -0.269
N -3.18 2.25 -1.10 0.471
N -3.11 1.23 -0.14 -0.125
H -6.30 2.52 -2.34 0.374
H -6.03 2.26 -0.61 0.378
H -5.59 1.00 -1.77 0.388
H -2.15 4.60 -2.81 0.195
H -2.47 0.53 -0.55 -0.318
H -4.02 0.79 -0.10 0.044
O -3.18 -3.94 -0.20 -0.801
C -2.15 -3.27 -0.19 -0.224
O -1.93 -2.18 0.40 -0.587
C -0.94 -3.85 -0.95 0.475
C -1.00 -5.11 -1.51 -0.763
C 0.11 -5.61 -2.16 -0.452
C 1.25 -4.83 -2.24 -0.617
C 1.23 -3.58 -1.66 -0.612
N 0.16 -3.11 -1.03 0.380
H -1.93 -5.66 -1.41 0.547
H 0.08 -6.60 -2.61 0.403
H 2.14 -5.18 -2.75 0.469
H 2.09 -2.92 -1.68 0.022
C 8.59 0.14 -0.66 -1.516
C 7.09 0.18 -0.49 0.802
C 6.24 -0.37 -1.44 -0.661
C 4.86 -0.38 -1.27 1.000
C 4.04 -0.96 -2.40 -1.735
C 4.30 0.19 -0.12 0.605
C 5.14 0.82 0.81 0.973
C 4.63 1.57 2.02 -1.220
C 6.52 0.78 0.62 -0.754
C 2.81 0.15 0.12 -0.160
O 2.23 1.16 0.51 -0.579
O 2.24 -0.98 -0.10 -1.001
H 8.86 -0.22 -1.65 0.348
H 9.05 -0.52 0.07 0.299
H 9.03 1.13 -0.53 0.344
H 6.66 -0.80 -2.34 0.329
H 4.47 -0.66 -3.35 0.510
H 3.00 -0.66 -2.38 -0.040
H 4.06 -2.06 -2.36 0.351
H 3.68 1.20 2.38 -0.413
H 4.48 2.62 1.76 0.377
H 5.37 1.52 2.82 0.416
H 7.16 1.24 1.37 0.374
C -4.28 -0.76 2.15 -1.270
Si -2.73 -1.09 3.14 1.166
C -3.02 -0.28 4.81 -1.233
C -2.66 -2.93 3.44 -1.065
Sb -0.62 -0.05 2.10 -2.247
Si -0.51 2.23 3.22 0.953
C -0.48 2.15 5.10 -1.168
C -2.08 3.11 2.72 -0.782
C 0.97 3.21 2.67 -0.962
Si 0.96 -1.61 3.36 0.754
C 0.47 -1.76 5.17 -0.952
C 2.78 -1.21 3.35 -0.790
C 0.77 -3.28 2.52 -0.777
H -5.11 -1.22 2.70 0.494
H -4.21 -1.22 1.17 0.224
H -4.48 0.31 2.07 0.229
H -3.83 -0.80 5.32 0.437
H -3.31 0.77 4.70 0.274
H -2.14 -0.30 5.46 0.307
H -3.54 -3.18 4.04 0.457
H -1.78 -3.26 3.98 0.248
H -2.71 -3.48 2.50 0.169
H -1.48 2.05 5.52 0.308
H -0.05 3.09 5.45 0.418
H 0.13 1.34 5.49 0.206
H -2.97 2.48 2.87 0.184
H -2.04 3.37 1.66 -0.027
H -2.20 4.02 3.31 0.456
H 1.85 2.94 3.25 0.262
H 0.74 4.27 2.85 0.455
H 1.19 3.05 1.62 0.108
H 0.49 -0.79 5.67 0.243
H 1.20 -2.41 5.67 0.400
H -0.52 -2.18 5.31 0.204
H 3.03 -0.32 3.93 0.292
H 3.17 -1.10 2.34 -0.083
H 3.26 -2.08 3.81 0.486
H -0.21 -3.43 2.08 0.021
H 0.97 -4.08 3.23 0.502
H 1.51 -3.34 1.71 0.218
C -2.95 3.32 -7.41 -1.436
C -2.45 2.35 -6.38 0.940
C -1.16 1.81 -6.47 -0.937
C -0.69 0.94 -5.51 -0.710
C -1.50 0.59 -4.43 -0.177
C -2.78 1.11 -4.33 -0.235
C -3.24 1.98 -5.30 -0.743
S -0.88 -0.53 -3.22 1.184
O -1.92 -0.58 -2.17 -0.785
O -0.63 -1.79 -3.87 -0.715
O 0.33 0.10 -2.65 -0.604
H -2.39 3.24 -8.34 0.382
H -2.85 4.35 -7.06 0.278
H -4.00 3.15 -7.63 0.365
H -0.53 2.09 -7.30 0.322
H 0.32 0.54 -5.58 0.455
H -3.39 0.82 -3.49 0.600
H -4.24 2.40 -5.21 0.299
```

***

Entry 3:
Entry from the OMol25 dataset: a structure of composition C5H7N3 in a non-equilibrium geometry (ωB97M-V/def2-TZVPD).

Properties
- E_HOMO (eV) = -8.198
- DFT total energy (hartree) = -358.76852
- relative energy (zero: lowest compared OMol25 entry of this formula, charge and spin) (eV) = 6.799

XYZ file:
```
15
Properties=species:S:1:pos:R:3:mulliken_charge:R:1
C -2.46 -0.20 0.28 -0.792
C -1.09 -0.07 -0.04 1.019
C 0.88 -1.42 -0.31 -0.019
C 0.69 1.37 -0.13 -0.133
C -0.62 1.22 -0.47 -0.711
H -2.54 -0.02 1.57 0.196
H -2.80 -1.37 0.03 0.295
H -2.92 1.02 -0.30 0.208
H 1.13 -2.55 -0.57 0.294
H 2.41 1.11 0.80 0.304
H 1.10 2.29 -0.58 0.273
H -1.42 2.09 -0.41 0.152
N -0.49 -1.14 -0.04 -0.520
N 1.85 -0.65 0.04 -0.527
N 1.58 0.65 0.50 -0.037
```

***

Entry 4:
Entry from the OMol25 dataset: an isolated molecule of C14H16N2O2S4 in a non-equilibrium geometry (ωB97M-V/def2-TZVPD).

Properties
- E_HOMO (eV) = -8.840
- DFT total energy (hartree) = -2395.71725
- relative energy (zero: lowest compared OMol25 entry of this formula, charge and spin) (eV) = 0.000

XYZ file:
```
38
Properties=species:S:1:pos:R:3:mulliken_charge:R:1
O -3.65 0.80 -0.77 -0.625
O 2.59 -0.95 1.85 -0.680
S -2.67 -2.14 1.68 -0.073
S -0.83 -1.88 2.66 -0.060
C 0.68 3.40 0.38 -0.527
C 2.42 -0.62 -3.37 -0.396
C 0.31 2.94 -0.88 -0.408
C -0.02 2.90 1.50 -0.536
C 3.46 -0.35 -2.43 -0.537
C 1.18 -1.01 -2.96 -0.823
C -0.69 1.99 -1.05 -0.694
C -1.01 1.95 1.35 -0.106
C 3.13 -0.34 -1.07 -0.482
C 0.87 -1.02 -1.58 -0.278
C -1.32 1.46 0.08 0.317
C 1.84 -0.68 -0.64 0.251
N -2.95 -0.53 1.33 0.059
N 0.28 -1.93 1.37 0.005
S -2.48 0.08 -0.26 0.534
S 1.37 -0.53 1.14 0.729
C -4.27 -0.14 1.82 -0.980
C 0.92 -3.22 1.26 -0.985
H 1.48 4.14 0.52 0.387
H 2.66 -0.58 -4.40 0.443
H 0.79 3.30 -1.80 0.346
H 0.22 3.29 2.47 0.387
H 4.49 -0.13 -2.75 0.384
H 0.42 -1.23 -3.68 0.424
H -0.95 1.62 -2.01 0.411
H -1.49 1.58 2.22 0.421
H 3.89 -0.05 -0.34 0.389
H -0.07 -1.37 -1.23 0.651
H -4.43 -0.51 2.84 0.373
H -4.35 0.94 1.83 0.309
H -5.07 -0.54 1.17 0.344
H 1.36 -3.47 2.21 0.354
H 1.74 -3.18 0.57 0.349
H 0.17 -3.99 0.97 0.320
```